No. 1
C2H8N2 in the gas phase in a non-equilibrium geometry. Source: the OMol25 dataset; level of theory: the ωB97M-V functional and the def2-TZVPD basis.

The geometry in XYZ format:
```
12
Properties=species:S:1:pos:R:3:forces:R:3:nbo_charge:R:1
C 1.267650 -0.424427 -0.220391 0.370 -0.210 0.149 -0.6255
C -0.101460 -0.242828 0.425839 -0.276 0.225 -0.724 0.0957
N -0.390420 1.132443 0.715229 0.913 1.935 0.935 -0.8488
N -1.150650 -0.650578 -0.460951 -0.634 -1.981 -0.815 -0.8418
H 2.049570 -0.454097 0.546229 -0.084 0.105 -0.147 0.2179
H 1.321660 -1.362488 -0.784761 -0.151 0.146 0.235 0.2284
H 1.513310 0.387313 -0.915791 -0.174 -0.043 0.083 0.1970
H -0.151390 -0.838367 1.343659 -0.098 -0.052 -0.160 0.1729
H 0.207030 1.750052 0.170549 -0.094 -0.019 0.238 0.3506
H -1.344480 1.346313 0.447639 0.218 0.021 0.244 0.3537
H -2.043250 -0.588987 0.015709 0.001 -0.047 -0.181 0.3516
H -1.177570 -0.054347 -1.282961 0.008 -0.078 0.143 0.3481
```
Positions in Å, forces in eV/Å.

Summary:
**Multiplicity**: 1
**E_tot**: -5183.62177 eV
**Structure (SMILES)**: CC(N)N
**E_LUMO**: 1.19 eV
**Energy relative to the best compared isomer or geometry (same formula, charge and spin)**: 0.116 eV
**Net charge**: 0


No. 2
A molecular structure, C2H11N4 in a non-equilibrium geometry. Source: the OMol25 dataset; level of theory: the ωB97M-V functional and the def2-TZVPD basis.

The geometry in XYZ format:
```
17
Properties=species:S:1:pos:R:3:forces:R:3:nbo_charge:R:1
C 0.233731 -0.827035 1.743253 1.470 -0.216 -1.782 -0.7167
C 0.650334 0.114219 0.655725 1.885 2.880 0.124 0.5565
N 0.015012 0.242909 -0.422615 0.746 1.333 -0.825 -0.7187
N 1.802365 2.192509 -0.407008 0.300 -1.510 -0.472 -0.6746
N 1.999294 1.398840 0.726091 -5.022 -0.290 -0.370 -0.4120
N -2.293164 -1.030431 -1.133341 -0.745 2.903 3.148 -1.0676
H 0.122451 -0.363701 2.732162 -0.789 0.102 -0.560 0.2943
H 1.202136 -1.372628 1.899806 -1.144 -0.597 -0.171 0.2729
H -0.614154 -1.370241 1.171676 1.299 0.229 2.139 0.2448
H -0.855956 -0.347298 -0.711984 0.180 0.533 -0.193 0.4498
H 0.402493 1.083579 -1.025938 -0.405 -1.390 0.932 0.4336
H 2.447014 2.274408 -1.188339 0.452 -0.942 0.455 0.3916
H 1.477375 3.103897 -0.229397 -0.514 1.021 1.039 0.3875
H 2.821121 0.877435 0.773825 1.739 -0.969 -0.471 0.3714
H -2.815128 -0.625513 -1.901843 -0.072 -0.413 0.032 0.4097
H -2.243935 -1.997970 -1.118405 -0.171 -2.252 -0.639 0.3899
H -2.795089 -0.781385 -0.198276 0.792 -0.421 -2.388 0.3875
```
Positions in Å, forces in eV/Å.

Summary:
**Multiplicity**: 1
**E_tot**: -8203.91370 eV
**E_LUMO**: -3.06 eV
**Energy relative to the best compared isomer or geometry (same formula, charge and spin)**: 3.901 eV
**Net charge**: +1


No. 3
A molecular structure, C25H23Br21I3NS in a non-equilibrium geometry. Source: the OMol25 dataset; level of theory: the ωB97M-V functional and the def2-TZVPD basis.

The geometry in XYZ format:
```
74
Properties=species:S:1:pos:R:3:forces:R:3:lowdin_charge:R:1
C -0.266988 -5.814665 -2.650850 -0.129 0.661 -0.736 -0.2063
C -0.282869 -4.239332 -2.310578 2.951 -0.204 1.546 -0.6918
I -2.100543 -3.183430 -2.973940 1.396 -0.852 0.523 0.7906
C 0.789473 -3.543102 -1.650042 -3.937 0.692 -1.812 -0.7148
I 2.602469 -4.542457 -1.009551 -1.132 0.779 -0.365 0.8306
C 0.582927 -1.964893 -1.410787 0.055 2.758 0.810 -0.2734
C 1.370245 -0.915223 -2.275282 -1.928 0.761 2.046 -0.0307
C 1.175550 0.626736 -2.114610 -2.600 -3.019 2.687 -0.0521
C 0.152272 1.077371 -1.030902 -0.370 -2.796 0.106 -0.3943
C -0.645019 0.060481 -0.130757 2.509 -1.806 -2.531 -0.1705
C -0.426429 -1.477896 -0.314897 1.982 3.156 -2.499 -0.0689
N -1.611517 0.491326 0.899027 -0.467 0.684 -2.853 0.0290
C -2.575076 1.497564 0.372506 -3.142 2.806 -1.390 -0.1630
C -4.121212 1.340370 0.592993 1.441 2.210 -1.424 0.0234
C -5.180084 2.341128 0.048313 3.376 0.815 -0.281 -0.1780
C -6.761839 2.070433 0.283478 1.510 0.039 -1.417 -0.1532
C -7.176717 0.841927 -0.708282 -0.515 -0.013 0.339 -0.2841
C -7.756727 -0.439926 0.086424 -1.352 0.689 -1.562 -0.6485
I -6.243825 -1.919549 0.622924 -0.634 0.568 -0.030 0.7003
C -4.656769 3.602055 -0.725580 2.341 -3.319 0.080 -0.2609
C -3.114077 3.815158 -0.981965 -1.078 -3.423 1.485 -0.1861
C -2.113559 2.767269 -0.437439 -2.400 -1.419 0.746 -0.4013
S -0.266300 2.871798 -0.712432 -1.137 -1.450 -0.170 0.8484
H -0.701848 -5.921065 -3.717585 0.645 0.070 1.762 0.0724
H 0.791514 -6.269003 -2.673411 -1.661 1.075 0.199 -0.0213
H -0.907705 -6.442284 -1.939714 0.814 1.117 -0.885 0.0901
H 2.080193 -1.336575 -3.072064 -1.150 0.832 1.388 0.0996
H 1.711449 1.411343 -2.741179 -0.833 -1.368 0.936 0.0965
H -1.031738 -2.181860 0.356873 1.073 1.816 -1.839 -0.0909
H -2.126321 -0.367243 1.161103 0.250 0.878 0.055 0.1136
H -4.440704 0.423092 1.192733 0.292 1.479 -0.978 0.0347
H -7.333098 3.009213 -0.055271 0.890 -1.373 0.800 0.1128
H -6.949497 1.838124 1.383779 0.163 0.293 -1.542 0.1152
H -6.287752 0.584949 -1.392148 -1.360 0.164 1.255 0.1065
H -8.023803 1.161765 -1.430621 1.274 -0.321 1.302 0.1109
H -8.464273 -0.970511 -0.659292 1.311 0.562 1.355 0.0492
H -8.418971 -0.154910 0.982650 1.420 -0.426 -1.198 0.0621
H -5.351613 4.407351 -1.143931 0.972 -1.876 0.482 0.0661
H -2.735405 4.732029 -1.566583 -0.665 -1.764 1.032 0.0992
C 3.159030 -8.551380 -2.133925 0.078 0.110 0.041 -1.6207
Br 4.782543 -9.408725 -2.759190 -0.349 0.130 0.115 0.5651
Br 1.674692 -8.836354 -3.346813 0.314 -0.134 0.185 0.5906
Br 2.722003 -9.079476 -0.318774 0.064 0.095 -0.387 0.5483
H 3.350625 -7.479046 -2.118145 -0.067 -0.268 0.012 -0.0834
C -5.338231 6.829291 1.865497 0.437 0.390 0.289 -1.5670
Br -6.797088 5.967097 2.810512 0.245 0.104 -0.242 0.5509
Br -4.349906 5.566705 0.762569 -0.466 1.650 1.688 0.8058
Br -5.948313 8.360264 0.840483 0.054 -0.280 0.160 0.5497
H -4.648712 7.206054 2.620186 -0.307 -0.015 -0.123 -0.0298
C -1.466579 -4.533514 3.237286 0.023 -0.248 0.161 -1.5684
Br -0.880381 -3.850772 1.517585 -0.155 -1.144 1.163 0.7176
Br -1.019645 -3.316494 4.679141 -0.067 -0.216 -0.436 0.5509
Br -3.353457 -4.984634 3.230035 0.328 0.136 -0.048 0.5645
H -0.918870 -5.457382 3.417539 -0.160 0.244 -0.045 -0.0242
C 6.602578 -2.118920 -1.824918 0.053 0.067 -0.036 -1.6071
Br 6.804671 -3.340916 -0.330815 -0.099 0.207 -0.291 0.5416
Br 5.992077 -3.028005 -3.426806 0.072 0.153 0.340 0.5395
Br 5.464946 -0.613455 -1.375082 0.179 -0.293 -0.061 0.5392
H 7.591198 -1.718801 -2.043938 -0.273 -0.126 0.061 -0.0279
C 6.548533 3.445931 -0.305140 0.074 -0.121 -0.061 -1.6044
Br 7.126910 4.121520 -2.029459 -0.135 -0.102 0.367 0.5523
Br 6.975760 4.675403 1.134266 -0.123 -0.207 -0.268 0.5546
Br 4.668722 2.970079 -0.311380 0.311 0.133 0.020 0.5391
H 7.108068 2.530566 -0.118212 -0.161 0.244 -0.045 -0.0311
C 2.190796 -0.408501 5.950443 0.096 0.092 -0.027 -1.6077
Br 0.726021 -1.256085 6.899049 0.268 0.199 -0.087 0.5270
Br 3.175273 -1.678550 4.864036 -0.248 0.230 0.177 0.5557
Br 1.589913 1.115088 4.911963 0.080 -0.364 0.170 0.5658
H 2.880810 -0.029929 6.702743 -0.208 -0.125 -0.191 -0.0288
C 10.039123 7.466449 0.269721 -0.078 -0.051 0.065 -1.6223
Br 11.255277 6.240989 -0.614318 -0.242 0.256 0.140 0.5509
Br 10.941766 9.078770 0.860035 -0.158 -0.303 -0.152 0.5584
Br 8.494237 7.867088 -0.831471 0.346 -0.039 0.178 0.5341
H 9.671797 6.962092 1.162185 0.099 0.124 -0.253 -0.0395
```
Positions in Å, forces in eV/Å.

Summary:
**Multiplicity**: 1
**E_tot**: -1533804.31694 eV
**E_LUMO**: -0.50 eV
**Net charge**: 0


No. 4
2 unconnected molecules or ions with the total composition CF2N2 in a non-equilibrium geometry. Source: the OMol25 dataset; level of theory: the ωB97M-V functional and the def2-TZVPD basis.

The geometry in XYZ format:
```
5
Properties=species:S:1:pos:R:3:forces:R:3:lowdin_spin:R:1
C -0.875821 0.307985 0.071811 -1.935 1.073 0.234 0.0404
N -2.051261 0.333974 0.116653 0.541 -0.175 0.284 0.3890
N 0.345830 0.221461 -0.285263 2.054 -1.275 -0.738 0.5300
F 1.208799 1.128161 0.218077 -0.609 0.252 0.287 0.1084
F 1.372453 -1.991580 -0.121279 -0.052 0.125 -0.068 0.9322
```
Positions in Å, forces in eV/Å.

Summary:
**Multiplicity**: 3
**E_tot**: -9444.47749 eV
**E_LUMO (spin up / spin down)**: 0.06 / -4.11 eV
**Energy relative to the best compared isomer or geometry (same formula, charge and spin)**: 3.407 eV
**Net charge**: 0


No. 5
2 unconnected molecules or ions with the total composition C19H17N2O in a non-equilibrium geometry. Source: the OMol25 dataset; level of theory: the ωB97M-V functional and the def2-TZVPD basis.

The geometry in XYZ format:
```
39
Properties=species:S:1:pos:R:3:forces:R:3:nbo_charge:R:1
C -4.830839 0.753573 3.147303 0.879 -0.039 -0.258 -0.1573
C -4.447669 -0.599111 3.117705 0.161 0.565 -0.012 -0.2100
C -3.102439 -0.947434 3.028601 0.419 0.350 -0.259 -0.1521
C -2.105206 0.048433 2.912100 -1.258 0.837 0.469 -0.1569
C -0.723434 -0.285700 2.646392 1.867 -0.942 -0.551 0.4610
O 0.116662 0.787988 2.727887 -0.037 -0.886 0.031 -0.4440
C 1.489859 0.634850 2.659748 -0.289 -0.304 0.495 0.4083
C 2.068505 -0.641673 2.505795 0.842 1.545 0.146 -0.2165
C 3.488254 -0.755616 2.589759 -0.672 1.179 0.486 -0.1281
C 4.230190 0.382776 2.938015 -0.226 -0.819 -0.508 -0.2114
C 3.617932 1.641102 3.088505 -0.455 0.180 0.094 -0.1486
C 2.237056 1.780301 2.952015 0.464 -0.294 -0.102 -0.2611
C 1.186826 -1.739146 2.373209 0.741 -3.077 0.176 0.0846
C -0.200408 -1.561338 2.351046 -1.678 1.291 0.252 -0.3670
C -2.488458 1.411369 3.072814 -0.195 -0.435 -0.241 -0.1546
C -3.840364 1.755435 3.144812 0.001 -0.542 0.050 -0.1971
H -5.880094 1.034380 3.140262 0.159 -0.110 0.118 0.2319
H -5.205760 -1.371314 3.131262 0.057 0.001 0.111 0.2318
H -2.784989 -1.989981 3.048528 -0.319 0.214 -0.121 0.2175
H 3.930359 -1.731884 2.406597 0.104 0.243 0.176 0.2278
H 5.302767 0.290684 3.083803 -0.160 0.048 -0.116 0.2363
H 4.218941 2.528572 3.347831 -0.327 -0.639 -0.157 0.2412
H 1.725862 2.728011 3.119313 0.170 -0.261 -0.108 0.2467
H 1.597770 -2.750104 2.622654 -0.742 1.488 0.899 0.2347
H -0.893337 -2.404978 2.141729 0.722 0.769 0.514 0.2516
H -1.735416 2.201186 3.128173 -0.261 -0.365 -0.242 0.2339
H -4.119346 2.809263 3.173769 0.044 -0.331 0.107 0.2307
C 2.028346 -3.153630 -2.936779 -0.257 0.849 -1.010 -0.6570
C 1.971190 -3.163534 -1.481518 0.200 -0.540 0.589 0.1549
C 1.576264 -2.224903 -0.576690 0.077 -0.392 -0.301 -0.0972
N 1.694232 -2.734148 0.682075 0.236 -0.093 -0.759 -0.4221
C 2.168997 -3.957785 0.583146 -0.093 0.305 -1.448 0.1809
N 2.352874 -4.267305 -0.742160 -0.248 0.516 1.193 -0.4967
H 1.658978 -2.171488 -3.268133 0.146 -0.358 -0.086 0.2431
H 3.043755 -3.261987 -3.316151 0.015 -0.107 -0.013 0.2381
H 1.384231 -3.908838 -3.385495 0.059 -0.089 -0.002 0.2382
H 1.213441 -1.230341 -0.751448 -0.069 0.149 -0.058 0.2289
H 2.390957 -4.646708 1.364450 0.039 -0.207 0.484 0.2185
H 2.704859 -5.153839 -1.083664 -0.116 0.303 -0.035 0.4371
```
Positions in Å, forces in eV/Å.

Summary:
**Multiplicity**: 1
**E_tot**: -24999.69650 eV
**E_LUMO**: -3.72 eV
**Energy relative to the best compared isomer or geometry (same formula, charge and spin)**: 1.574 eV
**Net charge**: +1


No. 6
2 unconnected molecules or ions with the total composition C2H9N2 in a non-equilibrium geometry. Source: the OMol25 dataset; level of theory: the ωB97M-V functional and the def2-TZVPD basis.

The geometry in XYZ format:
```
13
Properties=species:S:1:pos:R:3:forces:R:3:nbo_charge:R:1
N -0.816124 2.172540 0.313171 -0.507 -0.068 1.316 -1.0862
H 1.735033 -0.145698 0.425375 -0.450 0.395 -0.792 0.4375
H -0.258593 2.988109 0.514608 0.323 0.660 -0.669 0.3869
H -1.640099 2.477920 -0.230886 0.719 -0.219 0.247 0.4071
H -1.168035 2.045789 1.284149 -0.150 -0.468 -0.867 0.3867
C -0.102298 -2.269177 -0.621007 0.419 -0.076 0.766 -0.3380
C 0.089344 -1.294540 0.243991 0.647 0.647 -0.007 -0.0575
N 0.864328 -0.105459 -0.144407 0.744 0.701 -2.123 -0.7526
H 0.363756 -2.132402 -1.602059 -0.663 -0.473 0.060 0.2150
H -0.529800 -3.216270 -0.266368 0.086 0.496 -0.595 0.2612
H 0.010010 -1.201942 1.304265 -1.004 -0.788 0.541 0.2227
H 0.362234 0.887457 -0.027762 -0.171 -1.238 0.135 0.4821
H 1.090243 -0.206327 -1.193072 0.006 0.433 1.986 0.4350
```
Positions in Å, forces in eV/Å.

Summary:
**Multiplicity**: 1
**E_tot**: -5192.91432 eV
**E_LUMO**: -3.30 eV
**Energy relative to the best compared isomer or geometry (same formula, charge and spin)**: 1.040 eV
**Net charge**: +1


No. 7
C3H5N3S in the gas phase in a non-equilibrium geometry. Source: the OMol25 dataset; level of theory: the ωB97M-V functional and the def2-TZVPD basis.

The geometry in XYZ format:
```
12
Properties=species:S:1:pos:R:3:forces:R:3:nbo_charge:R:1
N 2.777205 -0.548112 0.133013 -0.422 -1.668 4.255 -0.6962
N 1.462070 -0.130867 -0.167624 2.976 1.855 0.376 -0.2492
C 1.061201 1.187061 -0.053202 -3.318 -3.357 0.514 0.3081
N -0.248674 1.275427 0.055412 0.558 1.168 -0.789 -0.5247
C -0.818454 0.028983 -0.065145 -1.379 0.049 1.391 0.0996
S -2.491182 -0.219440 0.071795 2.459 -0.054 -0.435 -0.0880
C 0.334519 -1.002974 -0.153023 -2.250 1.201 -3.404 -0.3326
H 3.566393 -0.164901 -0.415143 -1.096 -0.075 0.872 0.3997
H 2.895530 -0.759758 1.375344 0.029 1.337 -5.253 0.3643
H 1.656141 2.046425 -0.026490 1.293 0.760 0.037 0.2122
H 0.202614 -1.693402 0.645139 0.502 -0.872 0.365 0.2526
H 0.140427 -1.370886 -1.244952 0.647 -0.345 2.072 0.2542
```
Positions in Å, forces in eV/Å.

Summary:
**Multiplicity**: 1
**E_tot**: -18494.30917 eV
**Structure (SMILES)**: NN1C=NC(=S)C1
**E_LUMO**: -0.49 eV
**Energy relative to the best compared isomer or geometry (same formula, charge and spin)**: 3.589 eV
**Net charge**: 0


No. 8
2 unconnected molecules or ions with the total composition C5H12N in a non-equilibrium geometry. Source: the OMol25 dataset; level of theory: the ωB97M-V functional and the def2-TZVPD basis.

The geometry in XYZ format:
```
18
Properties=species:S:1:pos:R:3:forces:R:3:nbo_charge:R:1
C -1.151862 1.237660 0.849724 -1.746 -0.326 0.170 -0.5033
C -2.110923 0.166778 0.281639 1.168 1.200 -1.303 -0.4148
C -1.438304 -1.168654 0.417425 -1.263 -1.138 0.975 -0.4353
C -0.351536 -1.355803 -0.618542 0.842 1.289 2.346 -0.1598
C 0.640453 -0.478491 -0.540047 -0.783 -2.105 -3.683 0.1619
N 3.701491 0.617667 -0.804643 -0.318 -0.056 -0.161 -1.0603
H -0.132591 0.826718 0.568941 0.735 0.396 -0.157 0.1659
H -1.377241 2.218942 0.418103 0.667 -0.237 -0.098 0.2563
H -1.210373 1.343404 1.948531 0.486 -0.366 -0.467 0.2558
H -3.137966 0.230372 0.617354 -0.029 -0.096 0.305 0.2693
H -2.074567 0.366118 -0.805624 -0.855 0.040 0.359 0.2106
H -0.871866 -1.197135 1.363156 -0.245 -0.305 -0.106 0.2617
H -2.118181 -2.028568 0.413087 0.142 0.272 -0.161 0.2660
H -0.361916 -2.317737 -1.139394 0.680 0.146 -0.019 0.3461
H 1.032172 -0.122843 -1.554751 0.023 1.231 1.738 0.3019
H 4.571287 0.275827 -0.409061 -0.180 0.092 -0.023 0.3822
H 3.414208 1.465902 -0.328354 0.185 -0.106 0.029 0.3646
H 2.977713 -0.080158 -0.677546 0.492 0.068 0.257 0.3310
```
Positions in Å, forces in eV/Å.

Summary:
**Multiplicity**: 1
**E_tot**: -6857.32426 eV
**E_LUMO**: -8.00 eV
**Energy relative to the best compared isomer or geometry (same formula, charge and spin)**: 6.234 eV
**Net charge**: +1